Density functional theory data (ωB97M-V/def2-TZVPD) for an isolated molecule of C21H30ClN3O3S.

```
59
Properties=species:S:1:pos:R:3:forces:R:3
C -4.09533 -2.78117 -1.01605 0.0 0.0 0.0
C -2.82364 -1.97820 -0.78329 0.0 0.0 0.0
C -2.95515 -0.51922 -1.23637 0.0 -0.1 0.1
C -1.59616 0.17881 -1.11587 -0.1 0.1 -0.1
O -0.86590 0.23953 -2.09433 0.0 0.0 0.0
N -1.27150 0.66413 0.09769 0.0 -0.2 0.0
C 0.06490 1.19634 0.34735 0.0 0.0 0.0
C 0.13779 2.63659 -0.16686 0.0 0.0 0.0
C 1.52740 3.28648 -0.24871 0.0 0.0 0.0
C 2.64400 2.35422 -0.73612 0.0 0.0 0.0
C 3.47666 1.63829 0.33105 0.0 0.0 0.0
N 2.77651 0.72348 1.23832 0.3 0.2 0.1
C 3.35479 -0.43629 1.68200 -0.3 -0.2 -0.1
O 3.12130 -0.89956 2.78902 0.0 0.0 0.0
C 4.21783 -1.23973 0.76805 -0.1 -0.2 0.0
S 5.29331 -2.33678 1.55624 0.2 0.2 0.0
C 5.74079 -3.09366 0.08713 0.0 0.0 0.0
C 6.76837 -4.17907 0.05310 0.0 0.0 0.0
C 5.04012 -2.58211 -0.96050 0.0 0.0 0.0
C 4.15712 -1.54474 -0.56331 0.0 0.0 0.0
Cl 3.04587 -0.87830 -1.69999 0.0 0.0 0.0
C 1.83398 1.34851 2.16949 0.0 0.0 0.0
C 0.38925 1.01096 1.82186 0.0 0.0 0.0
N -4.07304 0.17951 -0.60128 0.0 0.0 -0.1
C -5.18377 0.66506 -1.41326 0.0 0.0 0.0
C -6.03371 1.45866 -0.41687 0.0 0.0 0.0
C -5.72088 0.79414 0.92382 0.0 0.0 0.0
C -4.33410 0.21606 0.72663 0.0 -0.1 0.1
O -3.58464 -0.16773 1.61405 0.0 0.0 0.0
H -3.95627 -3.81968 -0.71650 0.0 0.0 0.0
H -4.92950 -2.38398 -0.43375 0.0 0.0 0.0
H -4.38280 -2.77265 -2.07003 0.0 0.0 0.0
H -2.55132 -2.00246 0.27215 0.0 0.0 0.0
H -1.99322 -2.41105 -1.34498 0.0 0.0 0.0
H -3.16656 -0.50631 -2.30591 0.0 0.0 0.0
H -1.86067 0.39084 0.87773 -0.1 0.1 0.0
H 0.75900 0.58628 -0.23473 0.0 0.0 0.0
H -0.27729 2.61176 -1.17657 0.0 0.0 0.0
H -0.53280 3.26006 0.43367 0.0 0.0 0.0
H 1.44608 4.11688 -0.95339 0.0 0.0 0.0
H 1.81080 3.74926 0.69905 0.0 0.0 0.0
H 2.23260 1.63542 -1.44419 0.0 0.0 0.0
H 3.37145 2.94652 -1.29822 0.0 0.0 0.0
H 4.27116 1.08274 -0.16133 0.0 0.0 0.0
H 3.96558 2.40465 0.94876 0.0 0.0 0.0
H 6.87516 -4.55569 -0.96298 0.0 0.0 0.0
H 7.74135 -3.81515 0.38512 0.0 0.0 0.0
H 6.48694 -5.01264 0.69743 0.0 0.0 0.0
H 5.12534 -2.92861 -1.98023 0.0 0.0 0.0
H 2.05635 0.99875 3.17548 0.0 0.0 0.0
H 2.00436 2.42220 2.15048 0.0 0.0 0.0
H -0.28064 1.61913 2.43910 0.0 0.0 0.0
H 0.20804 -0.03478 2.08670 0.0 0.0 0.0
H -4.81267 1.27917 -2.23424 0.0 0.0 0.0
H -5.73588 -0.17764 -1.84378 0.0 0.0 0.0
H -5.70296 2.49763 -0.40222 0.0 0.0 0.0
H -7.09059 1.44413 -0.67411 0.0 0.0 0.0
H -5.73926 1.46201 1.78140 0.0 0.0 0.0
H -6.39395 -0.04101 1.13712 0.0 0.0 0.0
```
Positions in Å, forces in eV/Å.

## Properties
Strongest force on any atom, hartree/bohr: 0.0075
Calculated total energy, eV: -56236.512
SMILES: CC[C@H](C(=O)N[C@H]1CCCCN(C(=O)c2sc(C)cc2Cl)CC1)N1CCCC1=O
LUMO, eV: 0.7
Highest occupied orbital energy, eV: -8.76
Spin multiplicity: 1
ΔE to the lowest compared entry with this formula, charge and spin, kJ/mol: 16.3

Atomic partial charges in e from the Löwdin method, atoms 1 to 5: atom 1 (C): -0.0858, atom 2 (C): -0.1846, atom 3 (C): -0.1916, atom 4 (C): -0.4422, atom 5 (O): 0.0585